# 1
Entry from the OMol25 dataset: a 2-piece molecular cluster, C2H7NS2 overall in a non-equilibrium geometry (wB97M-V/def2-TZVPD).

```
12
Properties=species:S:1:pos:R:3
S -1.72 1.42 -1.86
S -1.72 -0.55 -1.79
H -0.46 1.47 -1.37
H -3.05 -0.66 -1.98
C -0.08 -0.18 1.57
C 1.16 -0.02 1.15
N 1.55 -0.18 -0.19
H -0.95 -0.44 0.98
H -0.23 0.00 2.62
H 1.94 0.29 1.83
H 1.02 -0.91 -0.64
H 2.55 -0.25 -0.32
```

Output
Expectation value of S²: 0.7566
Calculated total energy (eV): -25338.6468
LUMO level (spin up / spin down) (eV): -3.9 / -8.4
Net charge: +1
2S+1: 2
Kohn-Sham gap (spin up / spin down) (eV): 9.9113 / 3.7203
Relative energy (zero: lowest compared OMol25 entry of this formula, charge and spin) (kcal per mole): 11.2



# 2
Entry from the OMol25 dataset: a 2-piece molecular cluster, C2H7O2 overall (wB97M-V/def2-TZVPD).

```
11
Properties=species:S:1:pos:R:3
O 1.37 -1.54 -2.10
H 1.37 -0.64 -1.63
C -0.37 0.32 -0.09
O 0.90 0.50 -0.52
C -0.54 0.73 1.39
H -0.70 -0.75 -0.20
H -1.13 0.90 -0.65
H 0.81 -2.01 -1.47
H -0.10 -0.04 2.03
H -1.58 0.85 1.72
H -0.03 1.68 1.53
```

Output
Calculated total energy (eV): -6282.5723
LUMO level (eV): 4.7
Net charge: -1
Kohn-Sham gap (eV): 7.5261
Relative energy (zero: lowest compared OMol25 entry of this formula, charge and spin) (kcal per mole): 2.8



# 3
Entry from the OMol25 dataset: a 2-piece molecular cluster, C2H7O2 overall in a non-equilibrium geometry (wB97M-V/def2-TZVPD).

```
11
Properties=species:S:1:pos:R:3
O 0.50 1.28 -1.47
H 0.94 1.96 -2.00
H -1.16 -1.18 -0.80
H 0.05 0.83 -2.20
C -1.33 -0.79 0.23
C -0.16 -0.02 0.64
O 0.90 -0.74 1.13
H -2.18 -0.12 0.06
H -1.74 -1.68 0.73
H 0.07 1.02 0.74
H 1.81 -0.62 0.83
```

Output
Expectation value of S²: 0.7536
Calculated total energy (eV): -6279.7795
LUMO level (spin up / spin down) (eV): 0.6 / 0.6
2S+1: 2
Kohn-Sham gap (spin up / spin down) (eV): 6.9732 / 11.1515
Relative energy (zero: lowest compared OMol25 entry of this formula, charge and spin) (kcal per mole): 16.7



# 4
Entry from the OMol25 dataset: a 2-piece molecular cluster, C2H7O2 overall in a non-equilibrium geometry (wB97M-V/def2-TZVPD).

```
11
Properties=species:S:1:pos:R:3
O -0.71 -0.97 1.28
H -1.09 -0.44 2.03
H 1.16 0.68 -1.85
H -0.31 -1.75 1.66
C 0.99 0.12 -0.92
C 0.03 0.82 -0.09
O -1.18 1.00 -0.52
H 0.48 -0.78 -1.27
H 1.97 -0.06 -0.50
H 0.22 1.25 0.89
H -1.56 0.14 -0.71
```

Output
Calculated total energy (eV): -6273.8402
LUMO level (eV): -6.1
Net charge: +1
Kohn-Sham gap (eV): 11.1841
Relative energy (zero: lowest compared OMol25 entry of this formula, charge and spin) (kcal per mole): 26.0



# 5
Entry from the OMol25 dataset: a 2-piece molecular cluster, C2H7O2 overall in a non-equilibrium geometry (wB97M-V/def2-TZVPD).

```
11
Properties=species:S:1:pos:R:3
O -0.39 2.58 0.52
H -0.02 1.67 0.02
H -1.25 2.68 0.96
H 0.15 3.05 1.17
O -0.28 0.33 -0.09
C -0.02 -0.84 0.15
C 0.44 -1.88 -0.80
H -0.35 -1.24 1.12
H 0.29 -1.54 -1.83
H -0.08 -2.82 -0.59
H 1.51 -2.00 -0.63
```

Output
Calculated total energy (eV): -6274.0114
LUMO level (eV): -4.1
Net charge: +1
Kohn-Sham gap (eV): 11.3341
Relative energy (zero: lowest compared OMol25 entry of this formula, charge and spin) (kcal per mole): 22.0



# 6
Entry from the OMol25 dataset: a 2-piece molecular cluster, C2H7O2 overall in a non-equilibrium geometry (wB97M-V/def2-TZVPD).

```
11
Properties=species:S:1:pos:R:3
C 0.77 1.02 0.44
C -0.21 -1.17 -0.51
O -1.43 0.49 0.68
O -0.39 0.31 -0.21
H 0.63 1.10 1.48
H 1.75 0.70 0.17
H 0.84 2.10 0.08
H 0.65 -1.13 -1.05
H -0.43 -1.85 0.36
H -1.03 -1.32 -1.12
H -2.67 0.52 -0.21
```

Output
Calculated total energy (eV): -6267.6525
LUMO level (spin up / spin down) (eV): -6.2 / -6.2
Net charge: +1
Kohn-Sham gap (spin up / spin down) (eV): 10.8708 / 10.8701
Relative energy (zero: lowest compared OMol25 entry of this formula, charge and spin) (kcal per mole): 168.7



# 7
Entry from the OMol25 dataset: C2H7O2P as an isolated structure in a non-equilibrium geometry (wB97M-V/def2-TZVPD).

```
12
Properties=species:S:1:pos:R:3
C -0.30 -0.10 -0.77
C 1.52 -0.03 -0.17
O 1.82 -0.72 0.97
O 1.94 1.28 -0.06
P -1.45 0.58 0.52
H -0.39 -1.27 -1.00
H -0.16 0.56 -1.69
H 2.05 -0.40 -1.07
H 1.42 -1.62 0.95
H 1.87 1.37 0.92
H -2.07 1.34 -0.53
H -0.43 1.48 0.83
```

Output
Calculated total energy (eV): -15568.8428
LUMO level (eV): 0.7
Kohn-Sham gap (eV): 9.7717
Relative energy (zero: lowest compared OMol25 entry of this formula, charge and spin) (kcal per mole): 67.8



# 8
Entry from the OMol25 dataset: one molecule with the formula C2H7O3P in a non-equilibrium geometry (wB97M-V/def2-TZVPD).

```
13
Properties=species:S:1:pos:R:3
C 1.48 1.06 -0.61
C -0.13 0.93 -0.85
O -0.89 -0.81 2.27
O -1.29 -2.33 0.35
O -0.75 0.10 0.04
P -0.22 -1.22 0.86
H 1.73 2.11 -0.52
H 1.50 0.61 0.40
H 2.22 0.75 -1.34
H -0.62 1.93 -0.66
H -0.24 0.50 -1.80
H -1.81 -0.76 2.24
H -0.98 -2.87 -0.38
```

Output
SMILES: CCOP(O)O
Calculated total energy (eV): -17619.4685
LUMO level (eV): 0.8
Kohn-Sham gap (eV): 9.9819
Relative energy (zero: lowest compared OMol25 entry of this formula, charge and spin) (kcal per mole): 0.0



# 9
Entry from the OMol25 dataset: a 2-piece molecular cluster, C2H7O3P overall in a non-equilibrium geometry (wB97M-V/def2-TZVPD).

```
13
Properties=species:S:1:pos:R:3
C 1.25 -0.25 1.13
C 2.17 0.39 0.12
O -1.58 -0.82 1.33
O -2.59 0.55 -1.04
O -0.42 -0.74 -0.93
P -0.34 -0.48 0.68
H 1.52 -0.14 2.17
H 2.57 1.26 0.40
H 1.64 0.46 -0.73
H 3.04 -0.17 0.06
H -3.33 0.40 -1.61
H -2.72 -0.13 -0.29
H -1.21 -0.33 -1.30
```

Output
Calculated total energy (eV): -17618.2353
LUMO level (eV): 0.3
Kohn-Sham gap (eV): 9.0407
Relative energy (zero: lowest compared OMol25 entry of this formula, charge and spin) (kcal per mole): 28.4



# 10
Entry from the OMol25 dataset: a 2-piece molecular cluster, C2H7O3PSi overall in a non-equilibrium geometry (wB97M-V/def2-TZVPD).

```
14
Properties=species:S:1:pos:R:3
C -0.62 -1.29 -0.86
C 1.02 1.52 0.76
O -3.75 -0.59 1.56
O -3.85 -0.87 -1.03
O -4.50 1.36 0.01
Si -1.54 0.30 -0.43
P -3.79 0.08 0.18
H 0.01 -1.56 0.03
H -1.18 -2.24 -1.17
H 0.19 -1.25 -1.68
H 1.63 0.94 -0.02
H 1.16 2.55 0.77
H 1.24 1.02 1.69
H -1.74 0.78 -1.79
```

Output
Calculated total energy (eV): -25495.0520
LUMO level (eV): 6.8
Net charge: -2
Kohn-Sham gap (eV): 6.4647
Relative energy (zero: lowest compared OMol25 entry of this formula, charge and spin) (kcal per mole): 55.4



# 11
Entry from the OMol25 dataset: C2H7O3SSi as an isolated structure in a non-equilibrium geometry (wB97M-V/def2-TZVPD).

```
14
Properties=species:S:1:pos:R:3
C 2.50 -0.52 -0.49
C -1.42 -0.39 1.42
O -2.16 0.14 -1.44
O -0.01 1.36 -0.48
O 2.10 -1.58 -0.01
Si -1.63 0.68 -0.07
S 0.87 0.63 -1.66
H 2.75 0.35 0.25
H -0.03 -0.41 -1.91
H 3.27 -0.46 -1.33
H -1.76 0.18 2.31
H -1.82 -1.33 1.37
H -0.30 -0.60 1.46
H -2.35 1.96 0.60
```

Output
Calculated total energy (eV): -27043.9354
LUMO level (eV): 3.3
Net charge: -1
Kohn-Sham gap (eV): 8.0496
Relative energy (zero: lowest compared OMol25 entry of this formula, charge and spin) (kcal per mole): 46.7



# 12
Entry from the OMol25 dataset: a 3-piece molecular cluster, C2H7O4 overall in a non-equilibrium geometry (wB97M-V/def2-TZVPD).

```
13
Properties=species:S:1:pos:R:3
O -1.30 -1.11 -0.22
C -0.84 0.01 -0.37
O -0.01 0.67 0.30
C -1.53 0.94 -1.49
H -1.73 0.20 -2.25
H -2.54 1.33 -1.24
H -0.76 1.63 -1.75
H 1.37 0.41 -0.50
H 2.79 -0.34 -0.42
O 2.34 0.47 -0.66
H 0.46 -0.25 1.54
H 0.55 -1.78 2.07
O 0.70 -0.86 2.29
```

Output
Expectation value of S²: 0.7569
Calculated total energy (eV): -10374.7357
LUMO level (spin up / spin down) (eV): 0.4 / -4.7
2S+1: 2
Kohn-Sham gap (spin up / spin down) (eV): 11.2305 / 6.0809
Relative energy (zero: lowest compared OMol25 entry of this formula, charge and spin) (kcal per mole): 16.6